58
Properties=species:S:1:pos:R:3:forces:R:3 method="wB97M-V/def2-TZVPD" max_force_ev_per_a=0.3 energy_ev=-39883.03048 lumo_ha=0.0196 homo_lumo_gap_ev=9.567 smiles="COCCOCC(=O)NC[C@@]1(OC)CCN(C(=O)CCCn2c(O)nnc2O)C1" total_charge=0 e_homo_ev=-9.035 de_lowest_kj_mol=9.77
C 2.5817 -2.4873 0.1609 -0.009 0.001 0.002
H 2.0116 -1.7303 0.7195 0.004 0.001 -0.002
C -1.5533 1.2553 1.9875 -0.117 -0.003 0.041
C 0.3839 1.4496 0.4052 0.006 0.006 0.031
H 2.2998 3.1027 -2.8789 -0.003 0.001 0.000
C -1.6898 -1.6484 -0.0915 -0.009 0.005 -0.039
N -2.5873 -1.4820 0.9116 0.039 0.104 0.086
C -0.1108 3.7042 -0.2433 -0.004 -0.002 0.005
H -1.1928 2.0822 -1.9267 0.000 -0.004 0.000
C -2.4591 -1.9755 2.2737 -0.032 -0.039 -0.031
C 1.6810 -4.1123 1.5801 0.003 0.002 -0.006
O -2.6496 1.6911 2.3606 0.038 -0.027 -0.014
N -0.8559 1.8873 1.0391 0.049 0.035 -0.019
H -1.5861 -1.4036 4.1321 0.001 0.002 -0.001
C -0.9306 0.0403 2.6647 -0.017 0.019 -0.053
H 2.6056 -4.1920 2.1634 -0.001 -0.001 0.003
H 3.5933 -2.5289 0.5865 0.000 -0.001 -0.001
H 1.2397 1.5473 1.0775 0.002 -0.006 -0.004
O 1.9851 2.5451 -0.8974 0.001 0.003 -0.005
H -0.3948 4.3892 -1.0422 0.000 0.003 0.001
H 3.2876 -1.1921 -1.3821 -0.002 0.000 0.001
H 0.5144 -1.7929 -3.6313 -0.002 0.004 -0.002
C -0.1136 1.9792 -2.0534 0.042 0.015 -0.040
H -3.4161 -2.3864 2.5918 -0.005 0.001 -0.009
H -1.6449 3.8129 1.3306 -0.003 0.004 -0.004
H -0.5122 -0.0741 -2.0433 0.007 -0.008 -0.033
N -3.0611 -0.1037 -0.7458 -0.021 -0.002 0.014
C -3.4128 -0.4802 0.4390 -0.003 -0.067 -0.044
C -1.9853 -0.8965 3.2524 0.047 -0.017 0.037
H 1.1877 -5.0809 1.5560 0.000 -0.001 0.002
O -4.4317 -0.0261 1.1775 0.103 0.109 0.046
C 0.5838 2.4326 -0.7556 0.003 -0.012 -0.005
C -1.3252 3.1722 0.5110 -0.018 -0.015 -0.008
H -2.8281 -0.2933 3.5862 0.000 0.003 0.008
H 1.0182 -3.3842 2.0625 0.000 0.000 0.001
O 1.9832 0.9116 -3.7315 0.001 -0.006 -0.003
H 0.1885 2.6409 -2.8662 -0.005 0.008 0.003
C 1.3559 -1.3301 -3.1117 -0.207 0.041 0.004
H -0.2518 -0.4870 1.9916 0.000 -0.003 0.003
C 2.4436 3.4769 -1.8647 0.004 -0.004 0.006
N 0.1461 0.6116 -2.4159 -0.068 -0.011 0.099
N -1.9455 -0.8668 -1.0951 0.000 -0.017 0.000
O 1.9491 -3.7410 0.2474 -0.008 -0.002 0.004
C 2.6664 -2.0892 -1.2862 0.013 0.172 0.070
O 1.3537 -1.8200 -1.7701 0.049 -0.231 -0.099
H -0.3110 0.4506 3.4676 0.002 -0.013 0.004
H -2.1899 3.0127 -0.1377 0.000 0.000 -0.006
H 0.3200 0.4194 0.0550 0.001 -0.002 -0.008
H 3.5096 3.5991 -1.6858 -0.001 0.001 0.000
H 3.1161 -2.8988 -1.8694 -0.003 0.002 -0.004
H 1.9569 4.4500 -1.7437 0.000 0.001 -0.002
C 1.2017 0.1917 -3.1300 0.158 0.008 0.013
O -0.6934 -2.5182 0.0372 0.010 0.011 0.007
H -1.7404 -2.7922 2.2243 -0.008 -0.005 0.000
H 2.2806 -1.5912 -3.6246 0.000 0.005 -0.001
H -4.0871 0.7362 1.6957 -0.051 -0.066 -0.049
H -0.0534 -2.4091 -0.7006 0.012 0.000 -0.001
H 0.5687 4.2226 0.4364 0.003 -0.002 -0.001

61
Properties=species:S:1:pos:R:3:forces:R:3 method="wB97M-V/def2-TZVPD" max_force_ev_per_a=3.6 energy_ev=-80608.69272 lumo_ha=-0.1289 homo_lumo_gap_ev=7.306 total_charge=+1 e_homo_ev=-10.813
C 3.7485 3.6829 -5.2744 0.114 -0.088 -0.005
C 1.6753 -0.0308 0.2590 0.643 -0.705 -3.496
C 0.5344 -3.0296 4.5509 -0.065 -0.074 0.099
H 1.9785 -2.9518 6.1894 0.015 0.024 -0.064
C 2.8601 2.5163 -4.8309 -0.012 -0.002 -0.119
C -0.0702 1.5496 1.1233 0.785 2.170 0.047
N -4.8165 -0.9294 -0.4977 -0.376 -0.946 -0.544
H 2.1777 -1.6882 4.9703 0.033 -0.059 0.030
C 2.8877 -3.6246 4.3312 0.041 0.092 0.428
C 0.3307 0.8828 -1.3189 -0.068 -0.534 -0.234
H 4.6700 3.6829 -4.6855 -0.060 0.001 -0.020
C 0.6488 -3.0029 3.0234 -0.405 0.151 0.170
C 1.9273 -2.7423 5.1207 -0.041 0.130 0.001
O -2.3787 -2.8419 2.9777 -1.429 -0.627 -1.436
S 0.7512 2.7977 1.8192 -0.757 -1.411 -0.557
H 3.9264 -3.3084 4.4105 -0.021 -0.058 -0.177
H 1.4402 2.3320 -3.1706 0.033 0.143 0.013
C 2.3109 2.9103 -3.4655 0.091 -0.302 -0.129
C 2.9703 4.9765 -5.0149 0.339 0.079 -0.406
O 0.5038 4.7006 -4.1242 -0.009 0.122 0.237
H 4.0318 3.5983 -6.3245 -0.008 0.036 0.066
S -1.7536 1.1886 1.7335 0.285 -0.037 -0.114
H -3.3747 -4.8451 1.2023 -0.345 0.314 -0.507
H -0.2030 -2.3060 4.9036 0.048 -0.034 0.008
C -2.8866 2.1575 0.6379 0.464 -0.538 -1.310
O 2.3349 -4.7827 2.0311 0.047 0.282 -0.239
H 3.6316 5.7980 -4.7435 -0.201 0.043 0.068
H -0.5117 1.5297 -1.6736 1.086 -0.770 0.143
H -0.0372 -3.7055 2.5559 0.219 0.024 -0.136
H 3.0833 2.8454 -2.6973 -0.079 0.058 0.017
N 1.1525 0.1057 -2.0625 -0.181 0.825 3.356
N -4.2776 -3.2677 0.0563 -1.025 1.621 -1.509
S 1.8654 4.6288 -3.6471 0.354 -0.132 0.076
H 2.8547 -1.1488 -1.3542 -0.906 0.670 0.146
C 2.0223 -0.4618 -1.0950 -1.185 0.946 2.124
H -5.3162 -1.2208 -1.3419 0.268 0.543 0.460
H 2.0389 2.3871 -5.5418 0.018 -0.030 0.066
C -4.6984 0.5014 -0.1202 -0.014 0.744 -0.517
H -2.5017 -1.9386 3.3517 0.293 -0.494 -0.218
H -3.5455 1.8768 -1.4360 0.083 -0.823 0.556
H 3.4155 1.5790 -4.7831 -0.065 0.036 0.014
H 2.1632 -0.3072 1.2228 -0.780 0.534 -0.988
H 0.2045 -4.0196 4.8782 0.024 0.051 -0.020
N -3.5537 -3.8537 1.0527 1.548 1.100 2.415
C -3.3449 1.1960 -0.5663 -0.412 1.273 0.648
S 2.3356 -3.4769 2.6397 0.188 -0.317 0.230
N -3.5630 -1.6008 1.3999 -0.496 -3.049 -1.228
H -2.5310 0.4858 -0.8542 -0.798 0.502 0.417
H 0.4815 -2.0001 2.6268 0.116 -0.059 -0.082
O 2.3079 5.3538 -2.4803 -0.398 0.078 -0.051
H -4.7423 -3.7626 -0.7032 0.451 -0.215 0.546
N 0.5854 0.8394 0.0498 0.324 -1.213 0.003
H 2.3629 5.2577 -5.8754 -0.073 0.005 0.132
C -3.1257 -2.8240 1.8559 -0.868 2.701 -0.727
C -4.2773 -1.8970 0.2305 1.777 -0.322 2.894
H -3.7824 2.5236 1.2085 1.036 -0.436 -0.287
O 3.0046 -2.3492 2.0368 -0.065 -0.151 -0.129
H -5.5317 1.0501 -0.6441 0.707 -0.793 0.650
H 2.7900 -4.6715 4.6226 0.026 0.025 -0.106
H -4.8673 0.6037 0.9828 0.248 -0.302 -1.012
H -2.3174 3.0514 0.2719 -0.561 -0.797 0.307